The following is a DFT calculation (ωB97M-V with the def2-TZVPD basis set) of 3 unconnected molecules or ions with the total composition C27H34BClFN2O4 in a non-equilibrium geometry.

XYZ file:
```
70
Properties=species:S:1:pos:R:3:nbo_charge:R:1
Cl -2.500 -2.799 1.240 0.0221
C -1.408 -1.642 2.028 -0.2044
N -0.341 -1.107 1.097 -0.2298
C 0.535 -2.223 0.586 -0.2479
C 1.592 -1.681 -0.324 -0.2711
N 1.448 -0.223 -0.367 -0.3802
F 3.506 1.673 -2.716 -0.5235
C 1.583 0.404 0.963 -0.2627
C 0.502 -0.154 1.858 -0.2459
C 0.111 0.167 -0.958 -0.2704
C -0.953 -0.380 -0.080 -0.2455
H -2.010 -0.797 2.398 0.2444
H -0.913 -2.151 2.867 0.2436
H 1.003 -2.720 1.463 0.2283
H -0.084 -2.993 0.094 0.2494
H 2.608 -1.876 0.054 0.2379
H 1.488 -2.045 -1.362 0.2371
H 2.595 0.168 1.332 0.2378
H 1.454 1.496 0.809 0.2346
H -0.127 0.639 2.261 0.2316
H 0.945 -0.680 2.711 0.2292
H 0.100 1.263 -0.983 0.2350
H 0.080 -0.255 -1.970 0.2363
H -1.637 -1.064 -0.615 0.2491
H -1.601 0.428 0.318 0.2304
C 6.201 3.070 -6.212 -0.6662
C 6.186 2.419 -4.974 0.3498
C 7.212 1.961 -4.137 -0.3242
C 6.668 1.797 -2.843 -0.2004
C 5.337 2.185 -2.946 0.1754
B 4.107 0.350 -2.891 0.9798
C 4.709 -0.450 -1.755 -0.1187
C 5.353 -1.672 -1.899 -0.2180
C 5.774 -2.113 -0.613 -0.3240
C 5.439 -1.099 0.269 0.3003
C 5.600 -1.043 1.716 -0.6620
O 4.839 -0.049 -0.416 -0.4171
C 4.647 3.217 -2.186 0.3518
C 3.710 4.186 -2.662 -0.3562
C 3.140 4.684 -1.469 -0.2841
C 3.663 4.023 -0.415 0.2242
C 3.551 4.233 1.030 -0.6494
O 4.578 3.076 -0.857 -0.4138
C 3.193 0.005 -4.027 -0.1030
C 2.362 0.773 -4.898 -0.2188
C 1.382 -0.141 -5.373 -0.3145
C 1.600 -1.349 -4.685 0.2858
C 1.046 -2.637 -4.627 -0.6530
O 2.678 -1.254 -3.879 -0.4113
O 5.078 2.532 -4.264 -0.4111
H 7.230 3.038 -6.565 0.2355
H 5.544 2.585 -6.930 0.2340
H 5.891 4.108 -6.093 0.2449
H 8.238 1.866 -4.390 0.2300
H 7.026 1.144 -2.090 0.2363
H 5.469 -2.156 -2.842 0.2343
H 6.224 -3.069 -0.422 0.2362
H 6.066 -1.967 2.090 0.2424
H 6.257 -0.217 2.005 0.2434
H 4.646 -0.935 2.246 0.2075
H 3.000 3.929 -3.436 0.2313
H 2.410 5.505 -1.457 0.2236
H 3.124 5.241 1.121 0.2341
H 2.819 3.564 1.516 0.1949
H 4.507 4.206 1.571 0.2336
H 2.351 1.819 -5.105 0.2395
H 0.636 0.060 -6.092 0.2304
H 0.331 -2.752 -5.435 0.2379
H 1.858 -3.367 -4.710 0.2397
H 0.553 -2.774 -3.655 0.2038
```

Charge: +1
Electronic energy (a.u.): -2044.16733
LUMO (Eh): -0.09032
Orbital gap (hartree): 0.236
HOMO (eV): -8.8859


The following is a DFT calculation (ωB97M-V with the def2-TZVPD basis set) of a molecular structure, C27H34Br2Cl3N2O5Sn.

XYZ file:
```
74
Properties=species:S:1:pos:R:3:lowdin_charge:R:1
Sn -0.786 0.282 -0.227 1.3038
C -0.024 -3.211 -0.431 -0.0320
C -0.942 -2.962 0.720 -0.2865
C -1.347 -4.018 1.565 -0.0043
C -2.212 -3.787 2.593 -0.0203
C -2.695 -2.484 2.825 -0.1887
C -3.631 -2.117 3.823 -0.6329
Br -4.329 -3.426 5.008 0.7379
C -4.059 -0.828 3.926 -0.1815
C -3.553 0.170 3.077 -0.6054
Br -4.203 1.930 3.278 0.7956
C -2.586 -0.089 2.119 -0.4210
O -2.041 0.826 1.383 -0.2080
C -2.209 -1.473 1.974 -0.1258
N -1.367 -1.737 0.948 0.0921
H 0.090 -4.278 -0.611 0.0798
H 0.937 -2.736 -0.227 0.0677
H -0.398 -2.733 -1.338 0.0702
H -0.972 -5.014 1.371 0.1109
H -2.540 -4.595 3.232 0.0790
H -4.792 -0.555 4.672 0.0922
Cl -0.471 0.757 4.816 0.5477
C -0.980 2.461 4.850 -0.9949
Cl -0.856 3.225 3.274 0.5957
H -0.332 2.978 5.549 0.0204
H -2.017 2.487 5.167 -0.0162
C -3.846 -0.181 -3.575 -0.0895
C -2.520 0.278 -2.972 -0.5085
C -1.349 -0.229 -3.801 -0.0878
C -2.420 -0.213 -1.529 -0.2372
H -3.954 0.179 -4.601 0.0729
H -4.693 0.190 -2.994 0.0749
H -3.905 -1.274 -3.595 0.0770
H -2.500 1.367 -2.974 0.1001
H -1.266 -1.320 -3.731 0.0834
H -0.416 0.208 -3.456 0.0397
H -1.468 0.028 -4.856 0.0831
H -2.404 -1.310 -1.528 0.0532
H -3.293 0.089 -0.945 0.0672
C 2.855 1.080 2.959 -0.0717
C 2.223 1.741 1.732 -0.3975
C 2.274 3.264 1.844 -0.0882
C 2.884 1.248 0.462 -0.1533
C 4.184 1.654 0.194 -0.0681
C 4.865 1.242 -0.939 -0.1082
C 4.207 0.411 -1.829 -0.0722
C 2.911 -0.026 -1.599 -0.1579
C 2.265 -0.944 -2.613 -0.3972
C 2.271 -0.333 -4.014 -0.0764
C 2.924 -2.325 -2.622 -0.0711
C 2.212 0.349 -0.414 -0.3138
N 1.037 -0.269 -0.056 -0.1617
H 2.323 1.359 3.873 0.0423
H 3.900 1.382 3.065 0.0724
H 2.826 -0.008 2.865 0.0802
H 1.175 1.436 1.698 0.0780
H 3.301 3.635 1.800 0.0643
H 1.846 3.594 2.792 0.0350
H 1.710 3.729 1.033 0.0754
H 4.683 2.314 0.896 0.0980
H 5.881 1.567 -1.126 0.0853
H 4.719 0.090 -2.731 0.0982
H 1.231 -1.076 -2.293 0.0815
H 3.292 -0.194 -4.379 0.0664
H 1.784 0.644 -4.014 0.0773
H 1.750 -0.981 -4.725 0.0730
H 3.957 -2.260 -2.976 0.0718
H 2.386 -3.014 -3.281 0.0711
H 2.945 -2.750 -1.618 0.0713
O -0.365 4.636 -1.171 -0.2950
Cl -0.910 3.343 -1.384 0.6813
O -2.324 3.382 -1.557 -0.3077
O -0.279 2.666 -2.485 -0.3302
O -0.592 2.523 -0.170 -0.4566
```

Charge: -1
Electronic energy (a.u.): -8277.72404
LUMO (Eh): 0.07189
Orbital gap (hartree): 0.225
HOMO (eV): -4.1682


The following is a DFT calculation (ωB97M-V with the def2-TZVPD basis set) of a molecular structure, C27H34Br63NO4S in a non-equilibrium geometry.

XYZ file:
```
130
Properties=species:S:1:pos:R:3:lowdin_charge:R:1
C -0.106 -3.328 2.304 -0.1019
N -1.241 -2.814 1.501 -0.1071
C -1.412 -3.563 0.261 -0.1573
C -2.674 -3.184 -0.547 -0.2699
O -3.399 -4.348 -0.997 -0.1579
S -4.048 -5.209 0.174 0.6303
O -5.387 -5.515 -0.233 -0.3001
O -3.261 -6.371 0.474 -0.2742
C -4.153 -4.191 1.642 -0.1698
C -4.167 -2.671 1.436 -0.1483
C -3.553 -2.171 0.130 -0.3416
O -4.596 -1.805 -0.774 -0.0448
H 0.421 -4.091 1.738 0.0638
H 0.578 -2.519 2.530 0.0673
H -0.474 -3.772 3.221 0.0530
H -1.036 -1.848 1.296 0.0465
H -1.396 -4.629 0.452 0.1124
H -0.545 -3.378 -0.370 0.1140
H -2.346 -2.724 -1.464 0.1080
H -5.088 -4.509 2.083 0.1074
H -3.377 -4.485 2.334 0.1003
H -3.568 -2.253 2.234 0.0958
H -5.153 -2.256 1.560 0.0988
H -2.942 -1.280 0.258 0.1463
H -4.945 -0.951 -0.477 -0.0110
C -6.327 1.732 1.701 -1.6337
Br -5.884 1.406 -0.155 0.6039
Br -8.208 1.514 2.029 0.5815
Br -5.265 0.716 2.935 0.6144
H -6.094 2.770 1.888 -0.1100
C 3.024 -0.433 -0.049 -1.6488
Br 1.101 -0.379 0.017 0.6013
Br 3.820 0.652 1.323 0.5545
Br 3.682 -2.237 -0.010 0.5606
H 3.321 -0.013 -0.999 -0.1183
C 4.850 -1.270 -3.791 -1.5691
Br 2.927 -1.216 -3.663 0.6055
Br 5.683 -0.195 -2.423 0.5704
Br 5.518 -3.075 -3.777 0.5635
H 5.117 -0.835 -4.742 -0.0237
C -7.853 6.055 2.182 -1.6088
Br -7.382 5.603 0.367 0.6220
Br -9.741 5.907 2.501 0.5818
Br -6.839 4.999 3.429 0.5889
H -7.578 7.089 2.342 -0.1005
C 4.775 4.593 0.769 -1.5907
Br 3.030 4.681 -0.046 0.6098
Br 4.668 4.204 2.651 0.5866
Br 5.909 3.335 -0.139 0.5449
H 5.228 5.568 0.665 -0.0331
C 9.509 -1.338 -1.869 -1.5928
Br 8.327 -2.664 -1.130 0.5727
Br 9.121 -0.943 -3.717 0.5334
Br 9.534 0.259 -0.802 0.5262
H 10.504 -1.753 -1.844 -0.1054
C 7.778 1.567 2.842 -1.6334
Br 7.201 -0.268 2.780 0.5641
Br 7.467 2.348 4.574 0.5653
Br 9.609 1.773 2.291 0.5389
H 7.175 2.115 2.130 -0.1083
C -7.563 8.369 -2.239 -1.6617
Br -5.721 8.911 -2.083 0.5523
Br -8.743 9.632 -1.393 0.5705
Br -8.054 8.043 -4.071 0.5783
H -7.667 7.437 -1.707 -0.1176
C -2.394 1.567 -3.232 -1.6191
Br -4.315 1.556 -3.180 0.5705
Br -1.647 2.803 -1.960 0.5792
Br -1.691 -0.218 -3.077 0.5780
H -2.099 1.898 -4.216 -0.0303
C -2.601 -4.707 -6.244 -1.6366
Br -1.493 -3.570 -5.150 0.5493
Br -3.530 -3.711 -7.602 0.5775
Br -1.602 -6.175 -6.975 0.5554
H -3.349 -5.131 -5.589 -0.0312
C 4.918 6.667 -2.822 -1.6552
Br 5.959 7.989 -1.884 0.5730
Br 3.956 7.430 -4.303 0.5838
Br 6.003 5.174 -3.366 0.5459
H 4.185 6.289 -2.126 -0.1000
C 2.201 -7.309 2.767 -1.6376
Br 1.096 -7.873 1.295 0.5818
Br 3.656 -6.191 2.179 0.5582
Br 1.163 -6.455 4.143 0.5618
H 2.636 -8.198 3.196 -0.0324
C 13.680 -0.078 -2.642 -1.6116
Br 13.126 -1.927 -2.677 0.6172
Br 13.463 0.705 -0.893 0.5885
Br 15.481 0.120 -3.284 0.5988
H 13.036 0.463 -3.319 -0.0268
C -8.132 -6.058 -2.057 -1.6506
Br -9.456 -7.428 -1.762 0.5621
Br -7.844 -5.745 -3.936 0.5584
Br -8.569 -4.436 -1.128 0.5759
H -7.199 -6.412 -1.642 -0.0561
C -5.419 9.606 3.894 -1.6249
Br -6.679 8.501 4.839 0.5397
Br -5.581 9.352 1.991 0.5896
Br -5.576 11.458 4.390 0.5900
H -4.430 9.279 4.183 -0.0711
C -12.296 7.660 5.354 -1.6388
Br -12.092 5.759 5.590 0.5576
Br -10.601 8.573 5.411 0.5452
Br -13.268 8.072 3.745 0.5695
H -12.881 8.024 6.185 -0.0329
C -2.505 7.992 6.895 -1.6292
Br -3.406 6.855 5.629 0.5740
Br -1.141 9.048 6.040 0.5775
Br -3.757 9.096 7.854 0.5778
H -2.017 7.353 7.614 -0.0303
C 10.937 3.785 -1.876 -1.6494
Br 9.779 3.158 -3.278 0.5422
Br 12.290 4.976 -2.550 0.5837
Br 9.930 4.583 -0.442 0.5545
H 11.444 2.920 -1.472 -0.0929
C 10.757 -4.049 -5.475 -1.6536
Br 10.953 -3.885 -7.383 0.5825
Br 8.913 -4.240 -4.962 0.5264
Br 11.848 -5.467 -4.762 0.5696
H 11.111 -3.126 -5.037 -0.0779
C -1.140 -7.499 7.820 -1.6446
Br -0.095 -6.167 8.738 0.5656
Br -2.124 -6.736 6.351 0.5525
Br -0.055 -8.984 7.250 0.5602
H -1.862 -7.882 8.524 -0.0331
C -2.387 -10.092 -5.800 -1.6383
Br -0.480 -9.933 -5.572 0.5570
Br -3.343 -9.048 -4.495 0.5662
Br -2.915 -9.642 -7.597 0.5459
H -2.644 -11.127 -5.639 -0.0331
```

Electronic energy (a.u.): -163965.74315
LUMO (Eh): -0.02004
Orbital gap (hartree): 0.317
HOMO (eV): -9.1721